Record 1
The following is a DFT calculation (ωB97M-V/def2-TZVPD) of C25H26LiN4O2P as an isolated structure.

XYZ file:
```
59
Properties=species:S:1:pos:R:3:forces:R:3
C -1.9453 -2.5339 0.2229 0.14 -0.01 -0.09
P -1.2067 0.4314 0.2658 0.09 -0.13 0.00
C 4.7320 -0.9455 0.9855 0.03 0.00 0.02
Li 0.0169 -1.9678 1.3416 0.15 0.13 -0.10
H 5.7370 -0.8998 0.5617 -0.02 0.00 0.01
H 1.4320 4.4119 -0.9676 0.01 0.01 0.00
H 3.0981 -0.3265 -1.8462 0.01 0.00 0.01
H -3.1475 1.1082 4.7010 0.00 0.00 0.01
H 4.0045 -4.0001 -0.1136 0.00 0.02 0.00
C 0.2155 2.1540 -3.1698 0.03 0.02 -0.06
C -3.5046 0.5338 -1.3767 0.01 -0.02 0.01
N 3.3802 -2.2618 -1.0983 0.03 -0.05 -0.07
H 2.6880 -3.4376 1.7911 0.01 0.02 0.00
C -3.9100 -2.2044 -1.3150 0.03 -0.02 0.04
H 5.3111 -2.9165 -0.6320 -0.01 -0.01 0.00
C -3.4183 2.8625 3.4959 -0.01 0.02 0.03
C 0.1948 2.7411 -0.4645 -0.02 -0.01 0.02
C -2.5193 2.7517 1.2694 0.00 0.01 0.00
H -5.2296 0.6144 -2.6397 -0.01 0.00 0.00
C -4.5650 -0.0222 -2.0701 -0.01 0.04 -0.01
C 2.0512 -2.3154 -0.5122 -0.05 -0.04 -0.05
H 3.0022 -1.9281 2.6763 0.00 -0.01 -0.02
C 0.9050 3.2620 -2.7016 0.03 0.03 0.00
C 3.7924 -0.8608 -1.1942 0.02 0.01 -0.03
C -0.5189 1.6340 -0.9269 0.02 -0.01 0.02
C 0.8932 3.5522 -1.3446 0.03 0.03 -0.01
H 2.4643 0.1942 1.6638 0.01 -0.01 0.00
H -1.0220 0.4836 -2.6711 -0.01 -0.02 0.00
O -1.3650 -3.4601 -0.3542 0.15 0.03 -0.02
C -2.0511 1.4632 1.5130 0.03 0.04 -0.01
H 1.3431 -1.7878 -1.1561 0.01 -0.01 0.01
H 0.2214 1.9159 -4.2257 0.00 0.00 -0.01
H -2.3508 3.2189 0.3073 -0.01 0.00 0.00
H 1.7774 0.2397 0.0277 0.04 -0.05 0.07
C 2.4763 -0.2874 0.6830 -0.16 0.11 -0.02
H 1.7272 -3.3553 -0.4287 -0.01 0.03 0.00
H -4.0366 -3.2789 -1.3017 -0.01 -0.01 0.00
H 4.7924 -0.8152 -1.6299 -0.01 0.01 0.01
O -1.7487 -2.1859 1.4354 -0.31 0.05 0.16
N 2.0149 -1.6895 0.8368 -0.15 -0.07 0.02
C -0.4869 1.3448 -2.2908 -0.06 -0.04 0.04
C -2.9659 1.5752 3.7418 -0.01 0.01 0.03
C -4.7653 -1.3972 -2.0427 0.01 -0.02 0.01
N 4.3406 -2.3491 1.1308 0.06 -0.05 0.05
C -2.2816 0.8800 2.7568 -0.02 -0.02 0.00
H -5.5871 -1.8366 -2.5932 0.00 0.00 -0.01
N 3.8128 -0.2107 0.1182 0.04 0.10 -0.02
H -3.5516 4.4512 2.0592 -0.01 0.01 0.01
H -3.3377 1.6031 -1.4246 0.01 0.02 0.00
H -1.9585 -0.1383 2.9327 0.01 -0.02 0.01
C -3.1951 3.4486 2.2581 -0.02 0.05 0.01
C -2.8652 -1.6459 -0.5848 -0.09 -0.10 0.03
H 0.1993 2.9756 0.5939 0.01 0.00 0.00
C 4.3079 -2.9549 -0.2035 0.03 -0.03 -0.03
H 1.4511 3.8941 -3.3893 0.00 0.01 0.00
H 4.7460 -0.4759 1.9718 0.00 0.00 -0.02
C -2.6452 -0.2695 -0.6264 0.00 0.02 -0.07
C 2.9983 -2.3946 1.6878 -0.01 -0.06 0.03
H -3.9474 3.4080 4.2664 -0.01 0.01 0.00
```
Positions in Å, forces in eV/Å.

Summary:
LUMO level ... 0.24 eV
Relative energy (zero: lowest compared OMol25 entry of this formula, charge and spin) ... 0.00 kcal per mole
Energy ... -45898.1684 eV
2S+1 ... 1
Highest occupied orbital energy ... -0.30134 hartree

---

Record 2
The following is a DFT calculation (ωB97M-V/def2-TZVPD) of an isolated ion of composition C10H20NS and charge +1 in a non-equilibrium geometry.

XYZ file:
```
32
Properties=species:S:1:pos:R:3:forces:R:3
H -3.5521 -0.5696 -0.5927 -0.94 -0.71 -0.88
H -1.9414 -3.1101 0.2307 -2.01 -1.51 -0.14
C 0.8964 -1.4637 -0.1733 -1.66 0.63 1.36
C 1.5647 3.6028 0.9543 1.30 -1.10 -0.03
H 0.5259 -3.2501 1.0082 -0.49 0.49 -0.72
H -0.9909 -2.6152 -2.1004 0.46 1.18 -0.88
H 2.4059 0.7559 -0.6067 0.73 -1.51 -0.59
H 0.2837 -3.4698 -0.7258 -0.66 0.99 0.98
C 0.0917 -2.7211 0.1174 2.12 -2.51 -0.20
C -0.1326 -0.4863 -0.6088 0.20 0.33 -0.53
S 0.0642 1.1131 -1.0182 -0.63 -0.90 -0.30
H 2.0912 2.3863 -1.3403 -0.87 -1.85 1.16
H -1.5090 -0.7833 -2.6214 0.21 -1.29 -1.06
H -2.5649 -2.1354 -2.1201 -1.73 -0.13 -0.30
H 1.2725 -0.9999 0.7420 0.19 -0.08 0.24
H -2.7611 -0.0762 0.6873 0.58 0.71 0.86
H -2.6134 0.8037 -0.8453 0.47 0.70 -0.39
H 0.6643 3.8301 0.4605 -1.33 0.69 -0.33
H 1.7083 -1.6262 -0.8090 1.32 0.10 -1.24
H -0.1110 1.7436 1.5422 0.89 -0.31 0.22
H -1.2456 -1.9487 1.4082 -1.07 0.09 -0.53
N 0.8249 1.2977 1.6276 0.89 1.09 2.12
C -1.6149 -1.7026 -2.0212 0.81 -0.18 -0.82
C 1.7184 1.5416 -0.6053 0.98 3.63 -0.30
H 1.5653 3.7858 2.0070 -0.23 0.93 0.59
H 2.3956 4.0912 0.4617 0.07 0.49 0.04
C -2.6041 -0.1499 -0.3703 -0.79 -0.85 0.88
C -1.3363 -2.2893 0.3550 2.62 1.97 0.86
H 2.8447 1.9271 1.1032 0.02 -0.38 0.82
C -1.5060 -1.1409 -0.6649 0.50 0.94 2.21
C 1.8058 2.1256 0.8761 -1.26 -1.25 -1.85
H 1.0961 1.4206 2.6406 -0.67 -0.40 -1.26
```
Positions in Å, forces in eV/Å.

Summary:
LUMO level ... -4.80 eV
Relative energy (zero: lowest compared OMol25 entry of this formula, charge and spin) ... 0.00 kcal per mole
Energy ... -23011.7224 eV
2S+1 ... 1
Highest occupied orbital energy ... -0.50164 hartree
Total charge ... +1

---

Record 3
The following is a DFT calculation (ωB97M-V/def2-TZVPD) of one molecule with the formula C17H25NO4S.

XYZ file:
```
48
Properties=species:S:1:pos:R:3:forces:R:3
C -1.1965 2.5356 0.3262 -0.11 -0.09 0.06
H -1.4412 -4.1737 -1.5320 0.10 -0.10 -0.01
H 5.3115 1.3566 -0.9922 0.09 0.03 -0.04
H 3.9506 -2.6482 1.4334 0.04 -0.11 0.05
H -2.2878 1.1072 -1.8614 -0.07 -0.04 -0.04
H 1.2397 -0.5167 1.0352 -0.06 -0.03 0.04
C -2.9929 1.6722 -1.2530 -0.15 0.04 0.19
O -0.7935 -1.1313 1.7461 0.21 0.18 -0.03
H -0.8580 3.4259 0.8637 -0.01 -0.09 -0.01
C 5.5842 -1.2741 -0.4686 -0.06 0.01 0.03
O 1.0738 2.0246 0.5056 0.61 0.00 0.39
N -2.4451 0.4349 0.7786 0.37 -0.84 -0.12
C 4.3890 -0.4071 -0.2165 -0.01 0.09 -0.03
H 5.3242 -2.1036 -1.1249 0.06 -0.11 -0.05
C -2.2894 2.9056 -0.6824 0.25 -0.19 -0.17
H -0.2810 -2.1893 -0.5782 0.11 -0.07 0.10
C 4.4186 0.9399 -0.5490 -0.04 -0.10 0.04
C 3.1547 -2.3906 0.7358 0.02 0.04 -0.01
O -2.9767 -1.9769 0.9735 -0.13 0.02 -0.32
H -2.4417 2.0727 2.0292 0.05 -0.07 -0.03
C 2.1918 1.2183 0.2360 0.31 -0.24 -0.20
H -0.6439 -0.5762 -1.2047 0.07 -0.02 0.08
H -1.5734 -2.0560 -2.8393 -0.02 0.12 0.06
H -3.0358 -3.9842 -2.2642 -0.04 -0.11 -0.05
C 3.3275 1.7632 -0.3324 -0.42 0.11 0.16
C 0.0216 1.8992 -0.3030 -0.55 0.12 -0.46
H 3.2701 -3.0231 -0.1443 0.01 -0.12 -0.02
H -3.9684 -0.1246 -0.4674 -0.20 0.13 -0.06
C -1.7461 1.5356 1.3713 0.58 0.32 0.35
C 2.1378 -0.1219 0.5806 -0.02 0.28 0.01
H -0.9420 1.1190 1.9790 -0.06 0.24 0.08
O 0.0476 1.3148 -1.3579 0.13 0.25 0.10
H 2.1983 -2.6088 1.2032 -0.05 -0.08 0.04
S -1.8508 -1.1116 0.7703 0.00 0.13 0.21
C -3.5155 0.8000 -0.1114 -0.33 -0.06 -0.54
H 6.3849 -0.7034 -0.9313 0.07 -0.01 -0.03
H -3.8232 1.9854 -1.8877 -0.02 -0.02 -0.03
C -2.3496 -3.5753 -1.5263 -0.11 0.13 -0.08
H -3.0240 3.5340 -0.1727 0.01 0.06 0.01
H -2.8086 -3.6420 -0.5445 -0.02 -0.14 -0.01
H 3.3540 2.8083 -0.5985 -0.02 0.11 -0.03
H -4.2719 1.3539 0.4606 0.01 -0.10 -0.01
C -1.0804 -1.5010 -0.8422 -0.44 0.28 0.45
C 3.2319 -0.9440 0.3585 -0.06 0.20 -0.04
H -2.9584 -1.5453 -1.8754 -0.02 0.06 -0.15
C -2.0319 -2.1199 -1.8483 -0.12 -0.25 0.05
H 5.9540 -1.6959 0.4654 0.10 -0.09 0.03
H -1.8512 3.4862 -1.4962 -0.06 0.08 0.04
```
Positions in Å, forces in eV/Å.

Summary:
LUMO level ... 0.78 eV
Relative energy (zero: lowest compared OMol25 entry of this formula, charge and spin) ... 22.98 kcal per mole
Energy ... -38550.6253 eV
2S+1 ... 1
Highest occupied orbital energy ... -0.32827 hartree
SMILES ... CCCS(=O)(=O)N1CCC[C@H](C(=O)Oc2ccc(C)c(C)c2)C1

---

What is the 2S+1 in the second record?
1

---

Repeat the second record exactly.
The following is a DFT calculation (ωB97M-V/def2-TZVPD) of an isolated ion of composition C10H20NS and charge +1 in a non-equilibrium geometry.

XYZ file:
```
32
Properties=species:S:1:pos:R:3:forces:R:3
H -3.5521 -0.5696 -0.5927 -0.94 -0.71 -0.88
H -1.9414 -3.1101 0.2307 -2.01 -1.51 -0.14
C 0.8964 -1.4637 -0.1733 -1.66 0.63 1.36
C 1.5647 3.6028 0.9543 1.30 -1.10 -0.03
H 0.5259 -3.2501 1.0082 -0.49 0.49 -0.72
H -0.9909 -2.6152 -2.1004 0.46 1.18 -0.88
H 2.4059 0.7559 -0.6067 0.73 -1.51 -0.59
H 0.2837 -3.4698 -0.7258 -0.66 0.99 0.98
C 0.0917 -2.7211 0.1174 2.12 -2.51 -0.20
C -0.1326 -0.4863 -0.6088 0.20 0.33 -0.53
S 0.0642 1.1131 -1.0182 -0.63 -0.90 -0.30
H 2.0912 2.3863 -1.3403 -0.87 -1.85 1.16
H -1.5090 -0.7833 -2.6214 0.21 -1.29 -1.06
H -2.5649 -2.1354 -2.1201 -1.73 -0.13 -0.30
H 1.2725 -0.9999 0.7420 0.19 -0.08 0.24
H -2.7611 -0.0762 0.6873 0.58 0.71 0.86
H -2.6134 0.8037 -0.8453 0.47 0.70 -0.39
H 0.6643 3.8301 0.4605 -1.33 0.69 -0.33
H 1.7083 -1.6262 -0.8090 1.32 0.10 -1.24
H -0.1110 1.7436 1.5422 0.89 -0.31 0.22
H -1.2456 -1.9487 1.4082 -1.07 0.09 -0.53
N 0.8249 1.2977 1.6276 0.89 1.09 2.12
C -1.6149 -1.7026 -2.0212 0.81 -0.18 -0.82
C 1.7184 1.5416 -0.6053 0.98 3.63 -0.30
H 1.5653 3.7858 2.0070 -0.23 0.93 0.59
H 2.3956 4.0912 0.4617 0.07 0.49 0.04
C -2.6041 -0.1499 -0.3703 -0.79 -0.85 0.88
C -1.3363 -2.2893 0.3550 2.62 1.97 0.86
H 2.8447 1.9271 1.1032 0.02 -0.38 0.82
C -1.5060 -1.1409 -0.6649 0.50 0.94 2.21
C 1.8058 2.1256 0.8761 -1.26 -1.25 -1.85
H 1.0961 1.4206 2.6406 -0.67 -0.40 -1.26
```
Positions in Å, forces in eV/Å.

Summary:
LUMO level ... -4.80 eV
Relative energy (zero: lowest compared OMol25 entry of this formula, charge and spin) ... 0.00 kcal per mole
Energy ... -23011.7224 eV
2S+1 ... 1
Highest occupied orbital energy ... -0.50164 hartree
Total charge ... +1

---

What is the 2S+1 in the third record?
1

---

relative energy (zero: lowest compared OMol25 entry of this formula, charge and spin) of number 3 (C17H25NO4S)?
22.98 kcal per mole